Version one
# C5H15NO

A cluster of 2 separate species, C5H15NO in total (ωB97M-V with the def2-TZVPD basis set, the Open Molecules 2025 dataset).

Its HOMO energy (alpha / beta) is -15.005 / -15.005 eV. Its expectation value of S² is 0.75. The net charge is +1. As for the multiplicity: 2. The HOMO-LUMO gap (alpha / beta) is 12.2697 / 7.6653 eV.

Last column: Löwdin spin population.
Geometry (Å):
O1 1.57 -2.52 -1.54  0.001
N1 -0.33 1.06 -0.37  0.679
C1 -0.30 2.02 0.71  0.077
C2 0.55 -0.56 1.29  0.024
C3 0.54 1.29 -1.57  0.063
C4 -1.76 -0.82 0.40  0.019
C5 -0.33 -0.42 0.09  0.033
H1 0.23 0.16 2.04  0.001
H2 -2.49 -0.05 0.63  0.000
H3 0.01 -0.86 -0.88  0.000
H4 2.39 -2.99 -1.52  0.000
H5 0.59 2.36 -1.73  0.000
H6 -0.67 2.96 0.26  0.008
H7 1.53 0.84 -1.36  0.027
H8 -1.98 -1.47 1.30  0.001
H9 -1.09 1.69 1.39  0.013
H10 0.38 -1.52 1.89  0.003
H11 1.22 -2.30 -0.69  0.000
H12 0.50 2.10 1.47  0.038
H13 1.61 -0.55 0.98  0.001
H14 -2.18 -1.57 -0.28  0.000
H15 0.00 1.15 -2.53  0.013

Version two
# C5H15NO

A cluster of 2 separate species, C5H15NO in total (ωB97M-V with the def2-TZVPD basis set, the Open Molecules 2025 dataset).

Its HOMO energy (alpha / beta) is -14.450 / -14.450 eV. Its expectation value of S² is 0.75. The net charge is +1. As for the multiplicity: 2. The HOMO-LUMO gap (alpha / beta) is 11.2871 / 6.6120 eV.

Last column: Löwdin spin population.
Geometry (Å):
O1 -4.45 0.40 -0.96  0.000
N1 0.07 0.36 -0.32  0.649
C1 -0.02 1.17 -2.71  0.008
C2 0.93 0.20 0.84  0.067
C3 1.43 -1.35 2.82  0.008
C4 0.76 -1.19 1.45  0.049
C5 0.68 0.37 -1.62  0.097
H1 1.72 0.70 -1.53  0.031
H2 2.13 -0.56 3.09  0.001
H3 0.58 0.96 1.55  0.012
H4 0.12 0.75 -3.69  -0.001
H5 0.74 -1.53 3.63  0.000
H6 0.54 2.10 -2.80  0.003
H7 1.97 0.34 0.65  0.008
H8 -0.30 -1.44 1.58  0.000
H9 -5.12 0.98 -0.56  0.000
H10 2.06 -2.25 2.78  0.002
H11 0.99 -2.00 0.75  0.001
H12 0.75 -0.68 -1.94  0.044
H13 -1.08 1.38 -2.61  0.000
H14 -0.66 1.06 -0.17  0.019
H15 -3.84 0.23 -0.23  0.000

version two (87.5 kJ/mol below the next structure)

Version one
# C8H15N2

A cluster of 2 separate species, C8H15N2 in total (ωB97M-V with the def2-TZVPD basis set, the Open Molecules 2025 dataset).

Its HOMO energy is -13.175 eV. The net charge is +1. The HOMO-LUMO gap is 9.4987 eV.

Last column: Mulliken charge in e.
Geometry (Å):
N1 3.04 -1.74 0.73  -0.062
N2 -0.14 0.02 -0.24  0.192
C1 2.37 -0.98 -0.04  -0.440
C2 2.77 -2.26 -0.61  -0.306
C3 -1.14 -0.89 -0.37  -0.160
C4 -0.36 1.22 -0.32  0.153
C5 -3.37 -1.92 -0.23  -1.410
C6 -2.41 -0.81 0.06  -0.138
C7 0.73 2.23 -0.33  -0.723
C8 0.93 2.83 1.05  -1.118
H1 1.64 1.87 -0.72  0.372
H2 1.12 2.11 1.76  0.385
H3 3.63 -2.27 -1.21  0.237
H4 1.65 3.69 0.96  0.324
H5 -0.83 -1.76 -0.99  0.303
H6 0.38 3.17 -0.89  0.290
H7 -3.92 -2.13 0.64  0.388
H8 0.86 -0.28 -0.15  0.151
H9 3.61 -2.08 1.50  0.276
H10 -4.19 -1.53 -0.84  0.334
H11 -3.06 -2.86 -0.58  0.398
H12 2.15 -3.08 -0.67  0.273
H13 -0.05 3.35 1.30  0.323
H14 -2.80 -0.10 0.69  0.479
H15 -1.29 1.76 -0.60  0.478

Version two
# C8H15N2

The ion C8H15N2 with charge +1 (ωB97M-V with the def2-TZVPD basis set, the Open Molecules 2025 dataset).

Its HOMO energy is -13.862 eV. The net charge is +1. Its structure (SMILES) is [H]/N=C1/CCC(=C)[C@]1(C)[NH2+]C. The HOMO-LUMO gap is 10.6889 eV.

Last column: Mulliken charge in e.
Geometry (Å):
N1 -0.48 0.88 -0.88  0.045
N2 2.49 1.67 0.12  -0.655
C1 -0.61 -2.11 1.02  -0.959
C2 1.71 0.68 0.00  0.074
C3 -0.35 1.06 1.54  -1.764
C4 2.26 -0.53 -0.64  -0.377
C5 0.20 -1.21 0.47  0.218
C6 -1.94 0.64 -0.87  -1.051
C7 1.13 -1.59 -0.70  -1.074
C8 0.25 0.43 0.32  1.015
H1 -2.34 0.91 -0.01  0.402
H2 1.30 -2.69 -0.58  0.478
H3 -2.13 -0.39 -0.85  0.426
H4 -0.33 1.85 -0.98  0.389
H5 0.09 0.73 2.54  0.370
H6 -1.44 -1.87 1.67  0.300
H7 2.65 -0.55 -1.64  0.329
H8 0.61 -1.53 -1.71  0.247
H9 -1.47 1.01 1.63  0.283
H10 -2.53 1.02 -1.63  0.478
H11 0.04 0.40 -1.56  0.408
H12 2.07 2.46 0.62  0.251
H13 2.98 -1.03 0.16  0.279
H14 -0.27 2.07 1.61  0.631
H15 -0.39 -3.22 0.97  0.259

Version three
# C8H15N2

The ion C8H15N2 with charge +1 (ωB97M-V with the def2-TZVPD basis set, the Open Molecules 2025 dataset).

Its HOMO energy is -13.166 eV. The net charge is +1. Its structure (SMILES) is CN[C@H]1C[C@H]2CCC(=[NH2+])[C@H]21. The HOMO-LUMO gap is 8.9854 eV.

Last column: Mulliken charge in e.
Geometry (Å):
N1 -0.01 1.53 -0.79  -0.500
N2 -1.86 0.52 0.51  -0.209
C1 1.69 -0.28 -0.30  -1.164
C2 0.53 0.22 -1.03  0.180
C3 -0.51 2.32 -1.87  -1.082
C4 0.69 -1.83 1.59  -0.889
C5 1.00 -1.65 0.10  -0.103
C6 -1.05 -0.50 0.70  0.130
C7 -0.29 -1.01 -0.45  0.144
C8 -0.47 -0.95 1.99  -0.631
H1 -1.26 -1.56 2.49  0.344
H2 0.26 2.78 -2.49  0.368
H3 -0.28 -0.11 2.76  0.346
H4 1.48 -2.57 -0.43  0.398
H5 -0.99 -1.58 -1.14  0.474
H6 0.55 0.09 -2.11  0.349
H7 -0.99 3.11 -1.35  0.418
H8 1.57 -1.42 2.10  0.329
H9 -2.44 0.88 1.26  0.289
H10 -1.33 1.72 -2.51  0.343
H11 2.62 -0.30 -0.78  0.441
H12 0.36 -2.89 1.75  0.420
H13 1.86 0.22 0.74  0.293
H14 -1.86 1.15 -0.30  0.144
H15 0.71 2.12 -0.47  0.166

version three (94.9 kJ/mol below the next structure)

Version one
# C8H15N2

A cluster of 2 separate species, C8H15N2 in total (ωB97M-V with the def2-TZVPD basis set, the Open Molecules 2025 dataset).

Its HOMO energy is -12.984 eV. The net charge is +1. The HOMO-LUMO gap is 9.2390 eV.

Last column: Mulliken charge in e.
Geometry (Å):
N1 1.86 -0.14 -0.37  0.014
N2 1.87 1.17 -0.38  -0.074
C1 3.60 0.36 0.66  -0.696
C2 -1.53 -1.85 -0.26  -0.236
C3 -2.42 1.91 0.03  -1.327
C4 2.96 1.58 0.26  -0.184
C5 -1.82 -0.46 0.33  -0.453
C6 -2.13 0.61 -0.70  -0.124
C7 2.90 -0.69 0.25  -0.008
C8 -0.63 -2.77 0.12  -0.760
H1 4.46 0.34 1.19  0.454
H2 -1.18 0.63 -1.39  0.106
H3 -0.72 -3.81 -0.27  0.233
H4 -3.07 1.80 0.86  0.397
H5 -2.96 0.18 -1.30  0.357
H6 0.31 -2.70 0.73  0.263
H7 -1.53 2.20 0.54  0.324
H8 1.04 1.73 -0.72  0.279
H9 -0.88 -0.27 1.02  0.217
H10 -2.28 -2.19 -0.99  0.248
H11 3.30 2.52 0.26  0.528
H12 3.08 -1.77 0.47  0.430
H13 -2.67 -0.56 0.97  0.426
H14 -2.63 2.77 -0.58  0.362
H15 1.07 -0.60 -0.74  0.223

Version two
# C8H15N2

The ion C8H15N2 with charge +1 (ωB97M-V with the def2-TZVPD basis set, the Open Molecules 2025 dataset).

Its HOMO energy (alpha / beta) is -11.130 / -12.336 eV. The net charge is +1. The HOMO-LUMO gap (alpha / beta) is 6.9589 / 8.6589 eV.

Last column: Mulliken charge in e.
Geometry (Å):
N1 1.67 0.83 -0.72  -0.123
N2 -0.79 -1.70 0.53  0.069
C1 -0.14 -0.39 0.39  0.775
C2 -0.79 1.95 0.29  -0.574
C3 -0.71 0.71 1.21  -0.845
C4 -1.03 -1.01 -0.62  -0.775
C5 -0.57 -2.85 1.20  -0.973
C6 -0.68 1.65 -1.21  -0.630
C7 1.40 -0.37 0.11  -0.989
C8 0.39 0.77 -1.78  -0.435
H1 -0.02 2.71 0.63  0.320
H2 -0.01 -0.41 -1.74  0.172
H3 -0.72 2.56 -1.84  0.385
H4 0.66 0.83 -2.81  0.564
H5 1.67 -1.24 -0.50  0.423
H6 -1.03 -2.82 2.11  0.373
H7 1.72 1.67 -0.18  0.322
H8 0.45 -2.95 1.43  0.374
H9 2.06 -0.32 1.05  0.355
H10 -0.88 -3.76 0.75  0.363
H11 -1.63 0.26 1.66  0.336
H12 -1.85 -0.48 -0.90  0.479
H13 -1.69 2.53 0.28  0.393
H14 2.55 0.79 -1.34  0.383
H15 -0.02 1.03 1.99  0.258

version one (470.9 kJ/mol below the next structure)

Version one
# C2H3FS

An isolated molecule of C2H3FS (ωB97M-V with the def2-TZVPD basis set, the Open Molecules 2025 dataset).

Its HOMO energy (alpha / beta) is -9.208 / -9.207 eV. Its structure (SMILES) is CC(F)=S. The HOMO-LUMO gap (alpha / beta) is 9.3034 / 9.3029 eV.

Last column: Mulliken charge in e.
Geometry (Å):
S1 -1.85 -0.71 -0.37  -0.266
F1 -0.98 1.31 0.98  -0.194
C1 -0.73 0.22 0.27  0.423
C2 0.71 -0.14 -0.17  -0.893
H1 1.39 0.57 0.30  0.281
H2 0.87 -1.10 0.17  0.324
H3 0.59 -0.15 -1.19  0.324

Version two
# C2H3FS

A cluster of 2 separate species, C2H3FS in total (ωB97M-V with the def2-TZVPD basis set, the Open Molecules 2025 dataset).

Its HOMO energy (alpha / beta) is -9.037 / -9.037 eV. The HOMO-LUMO gap (alpha / beta) is 9.2730 / 9.2725 eV.

Last column: Mulliken charge in e.
Geometry (Å):
S1 3.17 0.79 0.02  -0.235
F1 2.31 -1.67 0.03  -0.154
C1 0.08 0.06 0.03  -0.780
C2 2.11 -0.39 0.07  0.285
H1 -0.24 -0.48 0.91  0.293
H2 -0.23 -0.40 -0.89  0.295
H3 0.04 1.12 0.09  0.296

Version three
# C2H3FS

An isolated molecule of C2H3FS (ωB97M-V with the def2-TZVPD basis set, the Open Molecules 2025 dataset).

Its HOMO energy is -9.164 eV. Its structure (SMILES) is FCC=S. The HOMO-LUMO gap is 8.5152 eV.

Last column: Mulliken charge in e.
Geometry (Å):
S1 1.68 0.04 -0.14  -0.210
F1 -2.09 -0.27 -0.34  -0.256
C1 -1.10 0.50 0.22  -0.166
C2 0.20 -0.37 0.37  -0.177
H1 -0.27 -1.21 0.84  0.303
H2 -1.07 1.54 -0.25  0.270
H3 -1.38 0.69 1.18  0.237

version one (63.3 kJ/mol below the next structure)